Below is 4 unconnected molecules or ions with the total composition C33H52ClF5N2O10PS3 in a non-equilibrium geometry, with properties calculated with wB97M-V/def2-TZVPD.

```
107
Properties=species:S:1:pos:R:3:forces:R:3:mulliken_charge:R:1
C 2.08774 -0.06703 6.80418 0.77 -0.21 0.44 -0.988
P 1.30685 -0.02279 5.10130 -1.22 1.45 0.41 0.157
C 2.39264 1.10008 4.06223 0.23 0.37 -0.47 -1.042
C 1.12258 -1.74988 4.33966 -0.24 -1.72 1.15 0.804
C 0.43013 -2.63254 5.47057 0.33 -0.08 -0.29 -0.842
C 1.03513 -3.26654 6.75938 -0.19 -0.48 -0.99 -0.840
C 2.61247 -3.35329 6.78401 -0.13 0.13 0.55 -0.782
C 3.08314 -3.19499 8.28607 -0.23 1.02 -0.81 -0.471
Cl 2.92789 -4.78397 9.14059 0.21 0.85 -0.33 -0.181
N -0.83745 -2.83588 5.21794 2.49 0.51 0.40 0.036
C -1.35079 -2.22577 3.93074 0.35 0.26 0.91 0.506
C -2.10857 -0.92040 4.40213 -0.87 0.62 -0.57 -0.662
C -3.29428 -0.44864 3.46392 -0.81 -0.57 0.91 -0.839
O -3.06544 -0.66650 2.06880 -0.43 -0.28 0.66 -0.525
C -2.16394 -3.42948 3.29709 -0.52 -0.70 -0.29 1.177
F -1.41721 -4.60630 3.58088 -0.60 1.23 -0.39 -0.373
F -2.20407 -3.37272 1.90791 0.14 0.16 1.99 -0.325
C -3.58666 -3.67602 3.87320 -3.13 -0.64 -0.20 0.113
C -4.60672 -4.24008 2.94873 -0.40 0.51 2.03 -0.708
C -5.97525 -4.51224 3.41922 1.02 0.58 1.17 -0.722
C -6.37998 -4.27764 4.80831 2.49 0.79 -0.22 -0.713
C -5.38500 -3.71638 5.72006 1.15 -0.52 -1.75 -0.516
C -5.73670 -3.43631 7.22291 -0.04 0.79 -1.18 0.733
F -6.67232 -2.41331 7.24086 0.85 -1.62 0.43 -0.239
F -6.23289 -4.55594 7.82707 0.59 1.74 -0.46 -0.223
F -4.65397 -2.94911 7.92982 -1.31 -1.01 -0.68 -0.277
C -4.02580 -3.41386 5.23881 -0.97 -0.66 -0.57 0.408
C 0.03164 -2.00773 3.21921 0.50 -0.73 -1.76 -1.180
C 0.07909 -1.14578 1.89462 -0.36 1.47 1.68 0.698
C -0.12894 0.29181 2.03564 0.52 0.00 -3.52 -0.283
C -0.07098 1.09645 0.78756 0.44 -2.54 -0.32 -0.912
C 0.22270 0.38014 -0.46664 -0.30 -1.10 2.89 -0.078
C 0.42438 -1.06895 -0.36316 -0.11 1.13 -0.71 -0.675
N 0.34543 -1.84232 0.75710 -0.24 2.71 0.14 -0.548
H 3.15028 -0.42501 6.84052 -0.87 0.29 0.00 0.339
H 2.09004 1.00010 7.17365 -0.12 -1.06 -0.57 0.458
H 1.48402 -0.65486 7.55506 0.52 0.63 -0.97 0.269
H 1.70634 1.87794 3.61661 0.67 -0.95 0.43 0.282
H 3.12437 1.68896 4.69007 -0.61 -0.99 -0.58 0.414
H 2.89637 0.57971 3.20382 -0.27 0.50 0.92 0.332
H 2.10604 -2.20425 4.01644 -1.04 0.32 0.43 0.900
H 0.63220 -4.32408 6.81074 0.24 1.16 0.01 0.582
H 0.58936 -2.71142 7.63387 0.62 -0.46 -0.79 0.507
H 2.96648 -4.35187 6.41590 -0.45 0.93 0.21 0.449
H 3.05754 -2.57115 6.10792 -0.37 -0.66 0.91 0.250
H 2.38520 -2.46893 8.77785 0.70 -0.77 -0.18 0.261
H 4.10945 -2.73777 8.36185 -0.90 -1.03 0.03 0.374
H -1.33103 -3.42497 5.89202 -0.37 0.24 -0.57 0.412
H -1.42605 -0.03415 4.53571 -0.22 -1.41 -0.18 0.358
H -2.54436 -1.10613 5.42584 0.37 0.20 -1.07 0.409
H -4.20952 -1.03309 3.78459 0.86 0.76 -0.35 0.304
H -3.50237 0.63394 3.67874 0.27 -0.91 -0.30 0.413
H -3.78830 -1.24407 1.75963 0.59 0.46 0.02 0.354
H -4.30754 -4.43846 1.88762 -0.49 0.17 1.21 0.450
H -6.76021 -4.91113 2.72565 1.09 0.41 0.63 0.364
H -7.39402 -4.48819 5.22188 0.92 0.11 -0.74 0.408
H -3.33730 -2.96529 5.98798 -0.69 -0.44 -0.68 0.356
H 0.32069 -3.04051 2.85361 -0.36 1.04 0.28 0.437
H -0.31889 0.84226 2.98169 0.13 -0.90 -0.73 0.630
H -0.24101 2.20254 0.78379 0.17 -1.21 0.11 0.405
H 0.29458 0.86111 -1.46621 -0.04 -0.41 1.03 0.016
H 0.67780 -1.60258 -1.31974 -0.30 0.48 1.14 0.482
O 2.32961 -0.98711 -3.75805 -0.35 0.39 0.04 -0.649
S 2.78432 0.14235 -4.52040 0.71 -0.12 -0.83 1.282
O 2.24988 1.45845 -4.31093 -0.25 -0.33 0.31 -0.539
O 2.69741 -0.21041 -6.08305 0.40 0.08 0.68 -0.291
C 1.44791 -0.67369 -6.61281 -0.90 -0.07 -0.44 -0.420
C 0.47659 0.47036 -6.83114 -0.02 0.20 0.30 -0.510
C 4.54501 0.22829 -4.41493 0.05 -0.01 -0.11 -0.962
H 1.01644 -1.44304 -5.96782 0.17 0.08 0.12 0.339
H 1.66982 -1.14503 -7.57122 0.35 0.04 0.16 0.293
H 0.15839 0.90209 -5.88097 -0.06 -0.03 -0.07 0.076
H -0.41335 0.12415 -7.35911 0.07 -0.04 0.00 0.417
H 0.94492 1.26962 -7.40880 -0.01 -0.13 -0.08 0.045
H 4.95920 -0.75505 -4.62763 -0.07 0.04 -0.01 0.343
H 4.80358 0.53386 -3.40204 -0.13 0.00 -0.02 0.368
H 4.90559 0.96575 -5.13031 -0.05 -0.03 0.02 0.251
O -1.98027 2.08808 -4.80175 -0.36 -0.10 0.20 -0.605
S -2.27420 2.94854 -3.69304 0.29 0.83 0.05 1.203
O -3.09982 2.52006 -2.60238 0.08 -0.26 -0.31 -0.622
O -2.83492 4.34635 -4.24930 0.54 -0.35 0.25 -0.273
C -3.94956 4.32329 -5.15015 -0.86 -0.01 -0.41 -0.322
C -5.25885 4.10278 -4.41688 -0.01 -0.24 0.22 -0.986
C -0.75442 3.56938 -3.03957 -0.01 0.18 -0.02 -0.513
H -3.80055 3.57106 -5.92866 0.16 -0.03 0.14 0.290
H -3.97256 5.29638 -5.64261 0.32 -0.01 0.16 0.286
H -5.30719 3.09809 -3.99370 -0.01 0.04 -0.04 0.287
H -6.10419 4.22488 -5.09619 0.09 0.05 -0.03 0.392
H -5.36179 4.80738 -3.58959 0.00 0.04 -0.11 0.261
H -0.14627 3.94808 -3.85846 -0.03 -0.06 0.03 0.308
H -0.24372 2.74624 -2.54379 -0.08 -0.04 -0.11 -0.011
H -0.97571 4.35752 -2.32197 -0.05 -0.04 -0.05 0.372
O 5.61795 2.73147 -9.92556 -0.03 -0.06 0.43 -0.643
S 5.79247 3.83176 -9.02322 -0.14 0.71 -0.25 1.213
O 6.26468 3.63819 -7.68316 -0.10 -0.31 -0.23 -0.593
O 4.43096 4.68482 -8.97375 0.59 -0.02 -0.24 -0.245
C 3.21166 3.99632 -8.67651 -0.70 -0.39 0.39 -0.540
C 3.07883 3.71114 -7.19320 0.21 -0.13 0.16 -0.541
C 6.79207 5.06100 -9.80345 -0.06 0.12 -0.03 -0.949
H 3.13339 3.07826 -9.26448 0.20 0.06 -0.04 0.330
H 2.39766 4.65073 -8.99196 0.28 0.15 -0.14 0.310
H 3.82161 2.98151 -6.86666 -0.07 0.01 -0.02 0.065
H 2.08937 3.31102 -6.96509 0.02 0.05 -0.04 0.247
H 3.23901 4.61912 -6.60861 -0.08 -0.01 -0.07 0.327
H 6.40191 5.25164 -10.80104 -0.02 -0.04 0.07 0.325
H 7.80805 4.67381 -9.86511 -0.09 -0.09 0.06 0.374
H 6.77405 5.96577 -9.19877 -0.02 -0.07 0.00 0.313
```
Forces are in eV/Å.

Values from the calculation:
Charge   +1
E_LUMO   -3.536 eV

Below is a molecular structure, C13H23F5NOPPtTe in a non-equilibrium geometry, with properties calculated with wB97M-V/def2-TZVPD.

```
46
Properties=species:S:1:pos:R:3:forces:R:3:mulliken_charge:R:1
C -2.90314 0.30910 -2.95434 0.08 0.28 -0.02 -0.897
C -2.61349 -0.87705 -2.29174 0.15 -0.10 0.20 -0.849
C -1.74921 -0.90657 -1.18558 -0.26 0.07 -0.31 0.824
C -1.11586 0.27802 -0.79535 0.32 -0.46 0.36 -0.141
C -1.42959 1.47681 -1.44509 0.09 0.01 -0.24 0.668
C -2.32217 1.49731 -2.51599 -0.11 -0.15 0.03 -0.634
C -1.60725 -2.20449 -0.43592 -0.26 -0.48 0.17 -0.888
C -0.21957 -2.70804 -0.02637 0.40 0.00 0.25 -0.733
N 0.91288 -1.73547 -0.16638 0.36 -0.35 -0.20 -0.215
Pt 0.40074 0.25521 0.62731 -2.76 -0.34 1.26 1.052
C -0.75496 2.73915 -1.00285 0.54 0.42 0.46 -1.362
P 0.82658 2.26364 -0.17286 -0.67 0.50 -2.32 1.170
H -3.04752 -1.81960 -2.63269 0.01 0.31 0.11 0.377
H -2.54210 2.45376 -2.99322 -0.01 -0.32 0.02 0.438
H -3.57397 0.31560 -3.81316 0.15 -0.03 0.23 0.369
H -1.34179 3.30851 -0.26335 0.02 -0.26 -0.18 0.413
H -0.51899 3.42888 -1.82280 -0.16 -0.12 0.04 0.502
H -2.18840 -2.14170 0.49883 0.13 0.20 -0.40 0.357
H -2.05992 -3.00385 -1.03913 -0.01 0.26 0.13 0.386
H -0.24965 -2.98571 1.03531 0.03 0.06 -0.39 0.246
C 1.22797 3.64811 0.88113 0.44 0.28 0.40 -1.230
C 2.01372 2.22750 -1.53809 0.51 0.55 -0.15 -1.456
H 0.05964 -3.59720 -0.61966 0.01 0.28 0.14 0.624
C 1.32169 -1.59544 -1.58942 -0.04 -0.03 0.18 -1.018
C 2.06242 -2.25245 0.63025 -0.23 0.10 -0.02 -1.148
H 1.34029 0.96072 1.95408 0.05 -0.36 0.77 0.019
H 1.62498 -2.58216 -1.97472 -0.02 0.25 0.07 0.404
H 0.48832 -1.20604 -2.18301 0.24 -0.15 0.15 0.379
H 2.16377 -0.89494 -1.63985 -0.17 -0.22 -0.04 0.292
H 2.34245 -3.24666 0.25194 -0.01 0.19 0.12 0.360
H 2.90458 -1.56202 0.53014 -0.08 -0.17 -0.06 0.385
H 1.76689 -2.30543 1.68326 0.08 -0.03 -0.19 0.313
H 2.10503 3.24424 -1.94428 0.15 -0.22 -0.06 0.421
H 2.99564 1.89147 -1.17278 -0.27 0.12 -0.14 0.378
H 1.68385 1.54982 -2.33786 -0.08 0.16 0.37 0.331
H 1.22221 4.57945 0.29430 0.03 -0.30 0.15 0.420
H 0.48347 3.72098 1.68496 0.24 -0.06 -0.14 0.401
H 2.22636 3.49102 1.31305 -0.28 0.19 0.02 0.432
H 1.88023 0.47140 1.57008 0.47 -0.38 0.36 0.212
F -2.40068 -0.55028 4.24621 -1.02 0.21 0.02 -0.455
Te -0.57072 -0.92138 3.88980 -0.26 -0.39 1.66 1.643
F -0.30520 -1.01558 5.77187 0.12 -0.01 0.92 -0.435
F 1.30906 -1.30159 3.76486 1.33 -0.18 -0.44 -0.483
F -0.15017 0.94458 3.99153 0.46 1.43 -0.18 -0.454
F -0.91377 -2.79406 3.90500 -0.20 -1.15 -0.10 -0.450
O -0.78465 -0.84755 2.03259 0.49 0.38 -3.01 -0.967
```
Forces are in eV/Å.

Values from the calculation:
Expectation value of S²   2.0105
Multiplicity   3
Energy above the lowest of the compared OMol25 structures with the same formula, charge and spin   0.0 kJ/mol
E_LUMO (spin up / spin down)   -0.246 / -2.953 eV

Below is a molecular structure, C2H16F6NaO14S2 in a non-equilibrium geometry, with properties calculated with wB97M-V/def2-TZVPD.

```
41
Properties=species:S:1:pos:R:3:forces:R:3:mulliken_charge:R:1
Na 2.47143 -2.12281 -1.91304 -0.83 0.66 0.66 0.947
C 0.00031 1.49451 -1.67996 -0.95 -0.51 0.01 0.584
F -1.14631 2.10122 -2.06421 0.48 -0.18 0.10 -0.281
F 0.60594 1.03723 -2.78511 0.22 0.23 -0.24 -0.280
F 0.75896 2.41979 -1.11590 0.38 0.12 0.06 -0.230
S -0.39248 0.06419 -0.54155 -0.35 -0.41 1.07 0.935
O -1.79766 -0.19003 -0.75187 0.25 0.27 -0.41 -0.744
O 0.42996 -1.05059 -0.97616 0.79 -0.13 -0.76 -0.499
O -0.04234 0.57243 0.75911 0.14 0.34 -0.13 -0.595
C 1.91483 -2.43226 2.41282 -0.04 -0.85 -0.10 0.603
F 2.11323 -1.68741 3.48005 0.10 0.56 0.09 -0.207
F 2.01313 -1.65059 1.29981 0.26 0.15 -0.02 -0.306
F 2.94285 -3.31662 2.34946 -0.06 0.30 -0.23 -0.269
S 0.31833 -3.34756 2.50364 0.29 -0.99 0.80 1.054
O -0.68964 -2.32348 2.58540 -0.19 0.46 -0.42 -0.597
O 0.32282 -4.17535 1.31798 0.03 0.37 -0.56 -0.689
O 0.55972 -4.07528 3.72683 -0.14 0.03 0.05 -0.679
O -0.07636 2.79023 2.62604 -0.17 0.11 -0.08 -0.748
H -0.14355 2.18015 1.87412 0.08 -0.09 -0.01 0.449
H -0.96967 3.13592 2.73348 0.07 0.00 -0.02 0.322
O 3.57221 3.88227 -1.80509 -0.05 0.02 -0.12 -0.631
H 3.87523 2.99665 -1.59199 -0.04 -0.01 0.03 0.286
H 2.61367 3.79397 -1.86590 0.05 0.01 0.08 0.345
O -1.61932 -3.23482 -1.86956 0.22 -0.01 -0.30 -0.644
H -1.21451 -2.62145 -1.24087 -0.12 -0.08 0.03 0.317
H -1.10805 -4.04641 -1.79837 -0.10 0.02 0.28 0.280
O -3.45425 -1.00379 1.40024 0.01 0.16 -0.14 -0.716
H -3.05335 -0.56220 0.63217 -0.12 -0.38 0.46 0.427
H -2.71370 -1.43077 1.85292 -0.01 0.07 -0.06 0.377
O -0.99123 2.84555 -4.86402 0.20 0.01 0.04 -0.653
H -0.17194 2.85479 -5.36817 -0.04 -0.01 0.02 0.302
H -0.74565 2.49403 -3.99734 -0.23 0.09 -0.30 0.347
O 3.06750 0.15502 -0.82470 0.37 -0.62 0.05 -0.523
H 2.91633 -0.28433 0.03180 -0.34 0.36 -0.02 0.354
H 3.88108 0.65382 -0.68995 -0.03 -0.05 0.01 0.272
O -4.13469 0.95150 -1.82534 0.20 -0.07 -0.06 -0.662
H -4.14176 1.67742 -1.19508 0.00 -0.06 0.03 0.295
H -3.32228 0.45743 -1.60848 -0.39 0.21 -0.07 0.406
O -1.01358 0.26805 3.93142 0.18 0.10 -0.23 -0.688
H -0.69773 1.11763 3.58767 0.05 -0.28 0.13 0.393
H -0.73751 -0.38807 3.26773 -0.19 0.07 0.31 0.346
```
Forces are in eV/Å.

Values from the calculation:
Charge   -1
Energy above the lowest of the compared OMol25 structures with the same formula, charge and spin   0.0 kJ/mol
E_LUMO   0.086 eV